1.
A structure of composition C8H13AuCl3F5GeNOSTe in a non-equilibrium geometry, computed with ωB97M-V with the def2-TZVPD basis set.

Last column: natural (NBO) charge in e.
Positions of all 35 atoms, in Å:
Au (0.5447, 0.1483, 0.5209)  0.79
C (3.0994, 3.4328, -0.8027)  -0.60
C (2.0665, 2.3310, -1.0678)  -0.23
C (0.8509, 2.9299, -1.8403)  -0.59
C (2.6889, 1.1961, -1.8789)  -0.60
C (1.4223, 1.8826, 0.1686)  -0.08
H (3.4972, 3.8008, -1.7489)  0.22
H (3.9348, 3.0487, -0.2166)  0.22
H (2.6555, 4.2730, -0.2665)  0.21
H (1.2508, 3.3380, -2.7694)  0.24
H (0.3625, 3.7341, -1.2879)  0.22
H (0.1147, 2.1644, -2.0770)  0.24
H (3.0897, 1.5873, -2.8158)  0.21
H (1.9527, 0.4299, -2.1108)  0.23
H (3.5011, 0.7285, -1.3220)  0.22
H (1.3657, 2.6967, 0.8990)  0.15
Cl (-2.1439, 0.2645, -2.2005)  -0.45
Ge (-1.2002, -1.7155, -2.2727)  1.19
Cl (-2.6354, -3.0259, -3.2013)  -0.39
Cl (0.4501, -1.4775, -3.6495)  -0.41
F (1.0421, -4.2940, 1.4133)  -0.61
Te (-0.2774, -3.0770, 0.9378)  3.43
F (-1.8146, -2.0182, 0.6393)  -0.64
F (-0.8409, -4.2015, -0.4424)  -0.61
F (-1.3975, -4.0589, 2.0472)  -0.60
F (0.0790, -2.0522, 2.4778)  -0.64
O (0.7675, -2.0349, -0.1133)  -1.18
S (-4.0069, 0.5725, 2.3318)  0.47
C (-2.8861, 0.3293, 3.6005)  -0.45
C (-1.6232, 0.3906, 3.1138)  -0.04
N (-1.5345, 0.6336, 1.7674)  -0.52
C (-2.7170, 0.7461, 1.2355)  -0.14
H (-3.2030, 0.1513, 4.6134)  0.25
H (-0.7198, 0.2605, 3.6883)  0.23
H (-2.8801, 0.9059, 0.1796)  0.24

Properties
- charge = 0
- LUMO level (spin up / spin down) (eV) = -1.74 / -2.23
- spin multiplicity = 2

2.
A structure of composition C8H13BN2Sc in a non-equilibrium geometry, computed with ωB97M-V with the def2-TZVPD basis set.

Last column: natural (NBO) charge in e.
Positions of all 25 atoms, in Å:
C (-0.8945, 1.0940, -1.7096)  -0.33
C (0.4926, 0.9745, -2.0710)  -0.34
C (1.2194, 2.0025, -1.3825)  -0.38
C (0.2743, 2.7901, -0.6490)  -0.40
C (-1.0236, 2.2083, -0.8143)  -0.39
Sc (0.2746, 0.5960, 0.2713)  1.21
N (-0.6371, -1.4513, 0.0412)  -1.06
C (-0.5509, -2.8411, -0.3667)  -0.28
C (0.8921, -2.7140, -0.7415)  -0.34
H (2.2853, 2.2139, -1.4834)  0.23
H (0.9037, 0.2661, -2.7957)  0.23
H (0.4867, 3.7290, -0.1296)  0.23
H (-1.9618, 2.6101, -0.4223)  0.23
H (-1.7192, 0.4874, -2.0973)  0.23
H (1.1620, -2.5229, -1.7698)  0.16
H (-1.2357, -3.0753, -1.2043)  0.14
H (-1.6256, -1.2423, 0.2319)  0.33
H (1.6304, -2.8632, 0.0399)  0.17
H (-0.6914, -3.5707, 0.4511)  0.15
B (0.1069, 0.1111, 5.0139)  -0.61
C (0.1669, 0.4482, 3.5285)  0.45
N (0.1972, 0.6916, 2.3754)  -0.68
H (-0.9261, 0.5705, 5.4708)  0.01
H (1.0646, 0.5890, 5.6057)  0.01
H (0.1092, -1.1016, 5.1504)  0.02

Properties
- charge = -1
- LUMO level (spin up / spin down) (eV) = 2.96 / 3.02

3.
A structure of composition C8H13BeCl6CsF6LiMgO7PSi in a non-equilibrium geometry, computed with ωB97M-V with the def2-TZVPD basis set.

Last column: Mulliken charge in e.
Positions of all 46 atoms, in Å:
C (5.2144, 0.9200, 2.4217)  -0.97
C (4.7296, 2.1526, 1.7646)  0.62
O (4.9871, 2.4743, 0.6519)  -0.50
O (3.8673, 2.9572, 2.5572)  -0.27
C (2.5896, 2.8251, 2.2531)  0.37
O (1.8168, 3.7309, 2.4375)  -0.53
C (2.0625, 1.5867, 1.6358)  -0.50
Si (0.4747, 0.9943, 2.4869)  0.59
H (5.0392, 0.1288, 1.7280)  0.38
H (6.2582, 1.0248, 2.6092)  0.35
H (4.6720, 0.7232, 3.3173)  0.32
H (1.7733, 1.8391, 0.5815)  0.01
H (2.7352, 0.7246, 1.6396)  0.56
H (0.5691, 0.9937, 3.9495)  -0.03
H (0.3338, -0.4536, 2.0192)  -0.26
H (-0.7171, 1.6967, 1.9614)  -0.19
Cs (1.4192, 1.4802, -1.1983)  1.00
C (-0.6592, -4.5322, -1.8025)  0.32
Cl (-1.1500, -5.8056, -0.7628)  0.00
Cl (-0.6087, -3.0334, -0.7501)  -0.17
Cl (0.9437, -4.7784, -2.4284)  -0.03
Cl (-1.8680, -4.3275, -3.2261)  0.13
O (1.4960, 5.9467, -2.4874)  -0.71
H (2.1544, 6.1871, -1.8119)  0.25
F (1.0262, -2.6934, 1.7253)  0.01
P (1.9786, -4.1961, 1.4582)  1.02
F (3.4381, -4.8863, 1.2126)  -0.30
F (0.7732, -4.8417, 2.3966)  -0.28
F (2.6613, -3.7683, 2.8806)  -0.27
F (2.3061, -3.3022, 0.0810)  -0.29
F (1.4224, -5.4001, 0.3887)  -0.29
Be (-1.8772, -4.7747, -5.3466)  0.43
Cl (-4.1949, -3.6478, -4.0587)  -0.48
C (-3.8842, 2.5466, -1.1091)  -0.50
C (-5.2524, 3.2436, -1.1608)  -0.82
O (-5.7804, 2.7860, -2.3775)  -0.31
C (-5.1734, 1.5916, -2.6993)  0.49
O (-5.4975, 0.8758, -3.5539)  -0.36
O (-4.0984, 1.3699, -1.8374)  -0.28
H (-3.5638, 2.3100, -0.0768)  0.44
H (-3.0997, 3.1313, -1.5991)  0.38
H (-5.9154, 2.9322, -0.3423)  0.39
H (-5.1765, 4.3432, -1.1627)  0.57
Li (-3.9589, 4.4319, 0.8356)  0.98
Cl (-3.3116, -5.5038, -6.6233)  -0.08
Mg (-0.9544, -2.0028, 1.4219)  0.79

Properties
- charge = +2
- LUMO level (eV) = -9.52

4.
A cluster of 4 separate species, C8H13Cl2N3 in total in a non-equilibrium geometry, computed with ωB97M-V with the def2-TZVPD basis set.

Last column: natural (NBO) charge in e.
Positions of all 26 atoms, in Å:
Cl (-25.2805, -1.9754, 27.3090)  -0.03
C (-25.8886, -3.3287, 26.3840)  -0.42
C (-24.8598, -4.4855, 26.4619)  -0.35
Cl (-23.0866, -4.0334, 26.0028)  -0.09
H (-26.0836, -3.0862, 25.3394)  0.22
H (-26.8340, -3.5640, 26.8728)  0.24
H (-25.0688, -5.3408, 25.8193)  0.22
H (-25.0044, -4.9992, 27.4123)  0.22
C (-27.7877, 0.2489, 26.2387)  -0.73
C (-27.9172, 1.5272, 25.4534)  0.32
N (-28.0800, 2.5420, 24.8483)  -0.39
H (-28.0306, 0.4591, 27.2803)  0.26
H (-26.7775, -0.1447, 26.1266)  0.26
H (-28.4353, -0.5646, 25.9117)  0.27
C (-31.3821, -3.7484, 25.2338)  -0.73
C (-30.4025, -3.1087, 26.0344)  0.32
N (-29.5767, -2.5915, 26.6688)  -0.37
H (-31.3927, -3.1749, 24.3070)  0.27
H (-32.3174, -3.6500, 25.7849)  0.26
H (-31.1389, -4.8058, 25.1295)  0.26
C (-29.9680, 4.5820, 23.6967)  -0.72
C (-31.0776, 4.6322, 22.7496)  0.29
N (-31.9706, 4.7665, 22.0095)  -0.36
H (-30.0967, 3.6874, 24.3060)  0.27
H (-30.0749, 5.3890, 24.4215)  0.25
H (-29.0410, 4.6218, 23.1247)  0.26

Properties
- structure (SMILES) = ClCCCl.CC#N.CC#N.CC#N
- charge = 0
- LUMO level (eV) = 0.18

5.
A cluster of 2 separate species, C8H13ClF3N2O in total in a non-equilibrium geometry, computed with ωB97M-V with the def2-TZVPD basis set.

Last column: natural (NBO) charge in e.
Positions of all 28 atoms, in Å:
C (2.3254, 0.8531, -0.3101)  -0.62
C (2.2755, -0.5399, -0.9236)  -0.43
C (0.9152, -0.8761, -1.5633)  -0.04
Cl (0.8230, -0.2271, -3.1917)  0.03
N (-0.2147, -0.4482, -0.7037)  -0.30
C (-0.4769, -1.1052, 0.4988)  0.02
C (0.2279, -2.2899, 1.1040)  0.98
F (0.5686, -3.1921, 0.1926)  -0.30
F (1.3318, -1.9119, 1.7445)  -0.30
F (-0.5869, -2.8603, 1.9818)  -0.29
C (-1.5247, -0.4741, 1.1043)  -0.01
N (-1.8949, 0.5382, 0.2473)  -0.47
C (-1.1131, 0.5388, -0.8367)  0.50
C (-1.2673, 1.5314, -1.9238)  -0.68
H (1.6334, 0.9740, 0.5210)  0.20
H (3.3144, 1.0528, 0.0815)  0.25
H (2.0787, 1.5937, -1.0658)  0.21
H (2.9764, -0.5568, -1.7502)  0.25
H (2.5560, -1.3215, -0.2307)  0.24
H (0.8170, -1.9486, -1.6527)  0.25
H (-2.0265, -0.6969, 2.0240)  0.27
H (-2.6537, 1.1779, 0.4212)  0.46
H (-2.1675, 2.1123, -1.7681)  0.25
H (-0.4030, 2.1861, -1.9427)  0.27
H (-1.3466, 1.0449, -2.8850)  0.28
O (-2.2671, 1.9067, 3.7548)  -0.91
H (-2.1683, 1.6694, 2.8315)  0.44
H (-1.7323, 1.2695, 4.2408)  0.48

Properties
- charge = +1
- LUMO level (eV) = -3.26

6.
The ion C8H13ClN3O2 with charge +1 in a non-equilibrium geometry, computed with ωB97M-V with the def2-TZVPD basis set.

Last column: natural (NBO) charge in e.
Positions of all 27 atoms, in Å:
C (2.6335, 2.2562, 1.4358)  -0.42
N (1.2390, 1.7230, 1.2417)  -0.54
C (0.7186, 0.4892, 0.9527)  0.53
C (-0.7193, 0.6169, 0.6005)  -0.24
Cl (-1.5256, 2.1655, 0.8715)  0.08
C (-1.5922, -0.3068, 0.2614)  0.48
N (-2.2538, -0.8925, -0.6051)  -0.47
C (-1.8525, -0.3799, -1.9368)  0.90
O (-0.7175, -0.1334, -2.1865)  -0.56
O (-2.8783, -0.1757, -2.7435)  -0.48
C (-4.2787, -0.4887, -2.3991)  -0.26
N (1.3064, -0.6594, 0.8092)  -0.34
C (0.6886, -1.6993, -0.0098)  -0.46
C (2.6387, -1.0066, 1.4141)  -0.43
H (3.3852, 1.5056, 1.3713)  0.22
H (2.7507, 2.5837, 2.4472)  0.22
H (2.7191, 3.2170, 0.8519)  0.24
H (0.6326, 2.4982, 1.0259)  0.43
H (-4.2510, -1.4789, -1.8387)  0.21
H (-4.6231, -0.6306, -3.4521)  0.24
H (-4.5764, 0.2944, -1.7548)  0.21
H (0.3828, -1.3333, -1.0017)  0.27
H (1.5864, -2.2870, -0.2101)  0.23
H (-0.1687, -2.3158, 0.3757)  0.24
H (2.5465, -2.1007, 1.8646)  0.25
H (3.2821, -1.1925, 0.4567)  0.24
H (2.9271, -0.2684, 2.1581)  0.23

Properties
- structure (SMILES) = C/[NH+]=C(/C(Cl)=C=NC(=O)OC)N(C)C
- charge = +1
- LUMO level (eV) = -4.12

7.
The ion C8H13ClNO4S with charge -1 in a non-equilibrium geometry, computed with ωB97M-V with the def2-TZVPD basis set.

Last column: natural (NBO) charge in e.
Positions of all 28 atoms, in Å:
C (-1.5754, -1.3964, -3.4063)  -0.73
C (-0.0663, -1.4241, -3.0078)  0.82
O (0.7122, -1.9188, -3.7727)  -0.57
O (0.3069, -0.8476, -1.8067)  -0.56
C (0.6958, -1.8715, -0.8511)  -0.07
C (0.6308, -1.3059, 0.6036)  -0.41
C (1.4929, 0.0152, 0.8081)  -0.43
C (0.6131, 1.2578, 0.4013)  -0.25
N (0.6121, 2.3778, 1.3685)  -0.54
S (-0.4678, 3.5820, 0.6767)  0.11
C (0.0373, 2.0312, 2.6852)  -0.12
Cl (1.3753, 1.8050, 3.9377)  -0.12
C (-1.0154, 0.8592, 2.6847)  0.70
O (-2.1286, 1.0258, 2.1606)  -0.75
O (-0.6702, -0.2627, 3.2001)  -0.77
H (-1.9036, -0.3381, -3.5333)  0.24
H (-2.1714, -1.8632, -2.5878)  0.23
H (-1.7268, -1.9219, -4.3757)  0.23
H (-0.0425, -2.7172, -0.9066)  0.17
H (1.7433, -2.2218, -1.0517)  0.18
H (1.0824, -2.0675, 1.2943)  0.22
H (-0.4402, -1.1624, 0.8675)  0.25
H (2.4249, -0.0920, 0.2046)  0.19
H (1.7299, 0.0285, 1.8997)  0.25
H (1.0694, 1.6638, -0.5444)  0.21
H (-0.4081, 0.9115, 0.0834)  0.20
H (-1.4041, 2.9148, -0.0786)  0.11
H (-0.5061, 2.9385, 3.0466)  0.23

Properties
- structure (SMILES) = CC(=O)OCCCCN(S)[C@H](Cl)C(=O)[O-]
- charge = -1
- LUMO level (eV) = 2.87

8.
The molecule C8H13ClO3S in a non-equilibrium geometry, computed with ωB97M-V with the def2-TZVPD basis set.

Last column: natural (NBO) charge in e.
Positions of all 26 atoms, in Å:
C (0.5812, -2.4501, -1.1369)  -0.64
C (1.1726, -1.0451, -1.1040)  -0.48
C (1.6474, -0.7015, 0.2514)  -0.25
Cl (3.0275, -1.7210, 0.6585)  0.05
C (0.6035, -0.4845, 1.2545)  0.50
O (0.8302, -0.6863, 2.3781)  -0.48
C (-0.7374, 0.0581, 0.9794)  -0.36
C (-1.8783, -0.0092, 2.0282)  -0.39
C (-1.1746, 1.3043, 1.6932)  -0.41
S (2.5810, 0.9936, 0.0094)  2.10
C (1.3598, 2.1857, -0.6569)  -0.89
O (3.6449, 0.9720, -0.9811)  -0.91
O (2.9974, 1.3932, 1.3277)  -0.92
H (1.2297, -3.1307, -0.5931)  0.23
H (-0.5429, -2.5892, -0.8827)  0.22
H (0.4330, -2.8079, -2.2401)  0.23
H (0.5314, -0.2287, -1.4801)  0.23
H (2.1023, -1.1281, -1.6727)  0.25
H (-1.1034, -0.2154, -0.0043)  0.22
H (-1.7879, -0.4385, 3.0178)  0.24
H (-2.8947, -0.1306, 1.6129)  0.22
H (-1.8056, 2.1819, 1.1846)  0.23
H (-0.2760, 1.6456, 2.2875)  0.25
H (0.3503, 1.7986, -0.5864)  0.24
H (1.4923, 3.1743, -0.0559)  0.27
H (1.6160, 2.5909, -1.6219)  0.26

Properties
- structure (SMILES) = CC[C@](Cl)(C(=O)C1CC1)S(C)(=O)=O
- charge = 0
- LUMO level (eV) = 0.16